# 1
C32H42AsF4N6NaP | ωB97M-V/def2-TZVPD

```
87
C32H42AsF4N6NaP ωB97M-V/def2-TZVPD
Na 0.5695 0.0621 1.2898
N -0.1906 -0.2185 3.7206
C 1.1038 -0.3353 4.4345
C 2.0797 0.7371 3.9830
N 2.5237 0.4859 2.5912
H -0.7111 0.5610 4.1107
H -0.7514 -1.0393 3.9234
H 1.5229 -1.3201 4.2125
H 0.9909 -0.2725 5.5176
H 2.9098 0.7821 4.6901
H 1.5815 1.7097 4.0125
H 3.0516 -0.3835 2.5841
H 3.1923 1.1984 2.3176
C 2.4601 -0.4482 -2.6380
As 2.5680 -0.5395 -0.6898
C 4.2985 0.3500 -0.5050
C 3.1028 -2.4520 -0.5162
C 4.4978 -2.7644 -0.9761
C 5.5679 -2.7038 -0.0853
C 6.8673 -2.9430 -0.5091
C 7.1199 -3.2513 -1.8392
C 6.0627 -3.3305 -2.7330
C 4.7626 -3.0927 -2.3028
H 3.3944 -0.7821 -3.0881
H 2.2682 0.5803 -2.9414
H 1.6421 -1.0735 -2.9939
H 4.9999 -0.0275 -1.2472
H 4.7221 0.1826 0.4855
H 4.1566 1.4208 -0.6525
H 2.3616 -2.9924 -1.1064
H 2.9563 -2.7279 0.5264
H 5.3769 -2.4720 0.9580
H 7.6843 -2.8951 0.2007
H 8.1325 -3.4415 -2.1718
H 6.2480 -3.5869 -3.7686
H 3.9412 -3.1759 -3.0068
C -3.3352 2.9791 -1.3622
C -2.2355 1.9365 -1.1576
C -1.5503 1.5912 -2.4875
P -0.9663 2.2479 0.1679
C -1.9861 2.9810 1.5322
C -2.9728 1.9181 2.0277
C -1.0975 3.4668 2.6801
C 0.1289 3.6566 -0.3466
C -0.5517 4.9103 -0.8930
C 1.2586 3.1877 -1.2732
H -4.0338 2.6171 -2.1226
H -2.9348 3.9300 -1.7116
H -3.9110 3.1670 -0.4548
H -2.7155 1.0195 -0.7949
H -1.1720 2.4934 -2.9719
H -2.2665 1.1314 -3.1729
H -0.7156 0.8984 -2.3538
H -2.5466 3.8312 1.1415
H -2.4413 1.0066 2.3220
H -3.7063 1.6471 1.2666
H -3.5218 2.2823 2.8999
H -0.4104 2.6761 3.0008
H -1.7099 3.7491 3.5408
H -0.5018 4.3377 2.4051
H 0.5991 3.9200 0.6056
H -0.9398 4.7422 -1.8993
H 0.1745 5.7248 -0.9583
H -1.3731 5.2504 -0.2593
H 0.8961 2.9915 -2.2835
H 1.7272 2.2775 -0.9001
H 2.0277 3.9607 -1.3466
F -4.3752 -4.9762 0.7945
C -4.1883 -3.8700 0.1023
C -5.1926 -3.3985 -0.6408
F -6.3312 -4.0538 -0.6552
C -5.0913 -2.1603 -1.4018
C -3.7752 -1.5342 -1.3678
C -2.7758 -2.0081 -0.6246
F -1.6132 -1.3739 -0.6519
C -2.9062 -3.1918 0.2081
C -1.9173 -3.6050 1.0402
C -0.6803 -2.8753 1.1680
N 0.2934 -2.2805 1.2941
C -2.0072 -4.7431 1.9179
N -1.9953 -5.6089 2.6742
F -3.5557 -0.4680 -2.1087
C -6.1379 -1.6171 -2.0590
C -6.0696 -0.3347 -2.7138
N -6.0512 0.7101 -3.1907
C -7.4320 -2.2425 -2.1412
N -8.4790 -2.6978 -2.2713
```

## Properties
- E_HOMO: -10.744 eV
- Frontier orbital gap: 0.184 Ha
- Total charge: +1

---

# 2
C32H42FeIN5O5Si | ωB97M-V/def2-TZVPD

```
87
C32H42FeIN5O5Si ωB97M-V/def2-TZVPD
Fe -0.4372 -0.2805 0.0851
O -1.0390 -2.8340 1.7630
C -1.6842 -3.8578 1.0820
C -1.8415 -3.6593 -0.4073
C -2.5140 -4.6372 -1.1231
C -2.6798 -4.4944 -2.4960
C -2.1180 -3.3632 -3.0918
C -1.4526 -2.4530 -2.3047
N -1.3108 -2.5726 -0.9741
H -1.5127 -2.0033 1.5372
H -2.6907 -4.0379 1.5064
H -1.0903 -4.7677 1.2474
H -2.8990 -5.5071 -0.6079
H -3.2251 -5.2262 -3.0758
H -2.1841 -3.2163 -4.1599
H -0.9891 -1.5758 -2.7293
C 0.5739 2.5998 3.6034
C -0.8029 2.1581 3.2665
N -1.1272 1.2723 2.3648
C -2.4835 1.0874 2.4580
C -3.0094 1.9292 3.4516
N -1.8968 2.5948 3.9514
C -4.3229 2.1904 3.9767
O -5.3566 1.5284 3.4381
O -4.4978 3.0022 4.8939
C -3.1190 0.0408 1.6737
O -4.3499 -0.1853 1.7952
O -2.3452 -0.6368 0.9179
H 1.2632 2.1067 2.9260
H 0.8185 2.3151 4.6295
H 0.6768 3.6822 3.5130
H -1.9726 3.2997 4.6663
H -5.0220 0.8296 2.7699
I 5.4468 0.7134 2.4777
C 3.4905 -0.0533 2.8736
C 3.2256 -0.6269 4.1172
C 1.9323 -1.1565 4.2654
C 1.0273 -1.0531 3.2399
N 1.3019 -0.4812 2.0520
C 2.5514 -0.0068 1.8859
H 3.9613 -0.6621 4.9061
H 1.6638 -1.6495 5.1898
H 0.0316 -1.4545 3.3306
H 2.7724 0.3999 0.9126
C 0.9111 3.7037 -2.0194
C 1.9827 2.9097 -1.2643
C 1.5813 2.7549 0.1977
C 2.3530 1.6345 -2.0089
C 3.1335 1.8528 -3.1261
C 3.6793 0.8285 -3.8819
C 3.5736 -0.4584 -3.3756
C 2.8171 -0.7521 -2.2654
C 2.9294 -2.1677 -1.7392
C 1.6874 -3.0157 -1.9885
C 3.2557 -2.1959 -0.2487
C 1.9863 0.2752 -1.6495
N 0.9867 -0.0435 -0.8735
H 0.7834 4.6897 -1.5717
H -0.0325 3.1780 -1.9842
H 1.1967 3.8394 -3.0611
H 2.8981 3.5273 -1.2806
H 2.4519 2.5090 0.8002
H 1.1780 3.6967 0.5703
H 0.8261 1.9763 0.3227
H 3.3464 2.8756 -3.4156
H 4.2395 1.0338 -4.7847
H 4.1205 -1.2590 -3.8645
H 3.7734 -2.6305 -2.2773
H 0.8779 -2.6336 -1.3754
H 1.8784 -4.0545 -1.7172
H 1.3909 -2.9802 -3.0340
H 2.3805 -1.8733 0.3084
H 4.0931 -1.5348 -0.0287
H 3.5201 -3.2071 0.0642
C -3.5141 0.2016 -1.7833
Si -1.7409 0.9184 -1.4046
C -2.2332 2.6793 -0.6874
C -1.1897 1.2508 -3.2628
H -4.0772 0.8483 -2.4550
H -4.0843 0.0897 -0.8701
H -3.4535 -0.7793 -2.2444
H -2.4991 3.3849 -1.4725
H -1.4310 3.1179 -0.1021
H -3.0917 2.5761 -0.0302
H -1.5415 2.2150 -3.6215
H -1.5931 0.4899 -3.9252
H -0.1103 1.2332 -3.3641
```

## Properties
- E_HOMO (spin up / spin down): 1.384 / -1.368 eV
- Frontier orbital gap (spin up / spin down): 0.074 / 0.175 Ha
- 2S+1: 5
- Total charge: -2
- ⟨S²⟩: 6.217

---

# 3
C32H42IN7O7RuS2Si | ωB97M-V/def2-TZVPD

```
93
C32H42IN7O7RuS2Si ωB97M-V/def2-TZVPD
Ru 0.2341 -0.3520 -0.3084
C 4.0429 -0.4828 2.5952
C 2.6907 -0.2086 3.1877
N 2.6198 0.0260 4.4892
C 1.4242 0.2423 5.0454
C 0.2282 0.1673 4.3549
C -1.0676 0.3989 5.0790
O -1.8918 -0.7709 4.9840
C 0.2976 -0.1093 2.9888
C -0.9068 -0.3366 2.1152
N -0.8855 0.6129 1.0369
C -1.9617 1.4482 0.7950
C -3.1150 1.5357 1.5926
C -4.1395 2.4090 1.2682
C -4.0631 3.2438 0.1583
C -2.9348 3.1882 -0.6444
C -1.9266 2.3019 -0.3107
I -0.2564 2.0891 -1.5303
C 1.5360 -0.2228 2.3854
O 1.6734 -0.3538 1.0438
H 4.7216 -0.7906 3.3868
H 4.4595 0.4136 2.1295
H 3.9878 -1.2557 1.8282
H 1.4291 0.4597 6.1082
H -1.5919 1.2629 4.6552
H -0.8456 0.6221 6.1239
H -2.5911 -0.7036 5.6419
H -1.8082 -0.3391 2.7250
H -3.2095 0.9167 2.4743
H -5.0189 2.4373 1.8986
H -4.8638 3.9304 -0.0775
H -2.8422 3.8243 -1.5147
C -4.1568 -6.5742 0.6250
C -4.5531 -5.2545 -0.0295
S -4.0432 -5.2681 -1.7259
O -4.7710 -6.2933 -2.4199
O -2.5980 -5.2747 -1.7536
C -4.6076 -3.6766 -2.3539
C -3.6548 -3.0049 -3.3396
N -2.3167 -2.6744 -2.8248
C -2.0673 -1.7120 -1.9162
N -0.7603 -1.6594 -1.6334
C -0.1598 -2.6548 -2.3636
C -1.1048 -3.2699 -3.1012
N -0.8697 -4.3770 -3.9973
O 0.2419 -4.8536 -3.9534
O -1.7626 -4.7228 -4.7453
C -3.1178 -0.8411 -1.3405
H -4.3807 -6.5344 1.6893
H -3.0907 -6.7618 0.5000
H -4.7071 -7.4028 0.1838
H -4.0556 -4.4024 0.4358
H -5.6341 -5.1053 -0.0305
H -4.8431 -3.0405 -1.4997
H -5.5310 -3.9102 -2.8825
H -4.0991 -2.0663 -3.6699
H -3.5201 -3.6367 -4.2070
H 0.8910 -2.8717 -2.3289
H -3.8522 -0.5510 -2.0919
H -2.6645 0.0554 -0.9409
H -3.6365 -1.3391 -0.5181
C -2.6439 -3.2803 2.7229
Si -0.8923 -3.1567 2.1260
C -0.3845 -4.2321 0.7084
C 0.2790 -3.3600 3.5410
O -0.7818 -1.5917 1.4320
H -2.9012 -4.3012 3.0153
H -3.3673 -2.9424 1.9774
H -2.7515 -2.6470 3.6071
H -0.0367 -5.2057 1.0617
H 0.4620 -3.7455 0.2155
H -1.1581 -4.4119 -0.0406
H 0.1728 -4.3620 3.9658
H 0.0882 -2.6390 4.3381
H 1.3162 -3.2429 3.2176
N 3.5397 0.9075 -0.5363
C 3.4158 0.2547 -1.6820
S 2.0174 -0.6793 -2.0377
N 4.3974 0.4185 -2.5822
C 4.5578 -0.0889 -3.9102
C 4.2040 -1.3768 -4.2847
C 4.4367 -1.7897 -5.5891
C 5.0311 -0.9391 -6.5087
C 5.4051 0.3384 -6.1178
C 5.1693 0.7637 -4.8213
H 2.9378 0.6268 0.2436
H 4.3450 1.4843 -0.3522
H 5.1099 1.0850 -2.3237
H 3.7750 -2.0609 -3.5710
H 4.1606 -2.7947 -5.8799
H 5.2134 -1.2733 -7.5210
H 5.8767 1.0095 -6.8230
H 5.4546 1.7649 -4.5187
```

## Properties
- E_HOMO (spin up / spin down): -10.317 / -10.426 eV
- Frontier orbital gap (spin up / spin down): 0.244 / 0.254 Ha
- Energy relative to the best compared isomer or geometry (same formula, charge and spin): 0.0 kJ/mol
- 2S+1: 2
- Total charge: +1
- ⟨S²⟩: 0.824

---

no.,largest force on an atom (eV Å⁻¹),E (hartree)
1,0.5,-4711.72381
2,3.0,-3745.50803
3,1.0,-3632.80476